Computed, not measured: a cluster of 7 separate species, C22H29ClF7NO18Si in total at a distorted geometry, with wB97M-V/def2-TZVPD.

Bonds (Å) are listed after each position.
Cartesian coordinates (Å):
1 N 2.58304 1.98720 -2.53270  C2 1.476, H9 1.017, H10 1.018
2 C 2.27968 3.22749 -3.27385  N1 1.476, C3 1.568, H11 1.116, H12 1.114
3 C 0.97491 3.95737 -2.80249  C2 1.568, C4 1.557, H13 1.109, H14 1.115
4 C 0.11280 3.14938 -1.78845  C3 1.557, C5 1.601, H15 1.104, H16 1.119
5 C -0.58534 1.87864 -2.46836  C4 1.601, Si6 1.891, H17 1.114, H18 1.108
6 Si -2.34166 2.32420 -3.00783  C5 1.891, F7 1.694, Cl8 2.102, H19 1.474
7 F -3.34002 2.29561 -1.63917  Si6 1.694
8 Cl -2.51758 4.18658 -3.96599  Si6 2.102
9 H 3.45718 1.65760 -2.93468  N1 1.017
10 H 1.93205 1.24263 -2.77311  N1 1.018
11 H 2.21739 3.00987 -4.36665  C2 1.116
12 H 3.15630 3.90379 -3.15215  C2 1.114
13 H 1.17084 4.96874 -2.39289  C3 1.109
14 H 0.33486 4.11160 -3.70270  C3 1.115
15 H 0.62744 2.88749 -0.84723  C4 1.104
16 H -0.73391 3.82089 -1.49719  C4 1.119
17 H 0.00695 1.66371 -3.38693  C5 1.114
18 H -0.57288 1.00233 -1.79107  C5 1.108
19 H -2.78054 1.27220 -3.94173  Si6 1.474
20 C -5.57634 -0.11458 -1.22922  C21 1.500, O25 1.429, H27 1.092, H28 1.088
21 C -6.37739 -0.15286 0.03783  C20 1.500, O22 1.420, F26 1.358, H29 1.091
22 O -7.37812 -1.11661 -0.25674  C21 1.420, C23 1.358
23 C -6.82306 -1.97166 -1.15417  O22 1.358, O24 1.190, O25 1.354
24 O -7.26544 -3.04420 -1.41700  C23 1.190
25 O -5.69713 -1.45761 -1.70258  C20 1.429, C23 1.354
26 F -6.97561 1.04153 0.28259  C21 1.358
27 H -5.99656 0.57084 -1.96883  C20 1.092
28 H -4.53611 0.15199 -1.05610  C20 1.088
29 H -5.81446 -0.46728 0.91732  C21 1.091
30 C 1.86790 -1.09646 -6.87041  C31 1.501, O35 1.429, H37 1.092, H38 1.089
31 C 1.32211 0.28352 -6.64546  C30 1.501, O32 1.418, F36 1.356, H39 1.093
32 O 1.85705 0.62648 -5.37788  C31 1.418, C33 1.361
33 C 3.03179 -0.05191 -5.26610  O32 1.361, O34 1.187, O35 1.355
34 O 3.87107 0.19118 -4.46285  C33 1.187
35 O 3.12412 -1.03669 -6.19195  C30 1.429, C33 1.355
36 F -0.03117 0.27522 -6.56221  C31 1.356
37 H 1.24488 -1.86957 -6.41532  C30 1.092
38 H 2.00181 -1.32794 -7.92559  C30 1.089
39 H 1.63806 1.02099 -7.38711  C31 1.093
40 C -6.83944 -4.58339 1.28419  C41 1.498, O45 1.430, H47 1.093, H48 1.088
41 C -5.55465 -3.92258 1.68079  C40 1.498, O42 1.417, F46 1.363, H49 1.092
42 O -5.00902 -4.83144 2.62141  C41 1.417, C43 1.363
43 C -5.47195 -6.06373 2.26613  O42 1.363, O44 1.185, O45 1.358
44 O -5.01854 -7.08596 2.65913  C43 1.185
45 O -6.51154 -5.97035 1.39799  C40 1.430, C43 1.358
46 F -5.78413 -2.73228 2.30428  C41 1.363
47 H -7.66029 -4.34679 1.96601  C40 1.093
48 H -7.14028 -4.33025 0.26973  C40 1.088
49 H -4.84968 -3.77702 0.85924  C41 1.092
50 C 4.55923 -0.21755 0.72414  C51 1.499, O55 1.429, H57 1.092, H58 1.089
51 C 4.20980 1.23847 0.80390  C50 1.499, O52 1.418, F56 1.357, H59 1.092
52 O 5.13105 1.73290 1.76187  C51 1.418, C53 1.359
53 C 6.23101 0.94076 1.66683  O52 1.359, O54 1.187, O55 1.358
54 O 7.29285 1.21320 2.12184  C53 1.187
55 O 5.96468 -0.20020 0.97925  C50 1.429, C53 1.358
56 F 2.95133 1.41717 1.27809  C51 1.357
57 H 4.05680 -0.80972 1.49255  C50 1.092
58 H 4.34046 -0.64818 -0.25167  C50 1.089
59 H 4.32835 1.78316 -0.13554  C51 1.092
60 C -1.92144 -0.28009 3.72195  C61 1.501, O65 1.429, H67 1.092, H68 1.089
61 C -3.32704 0.22561 3.86865  C60 1.501, O62 1.419, F66 1.355, H69 1.092
62 O -3.85874 0.04681 2.56568  C61 1.419, C63 1.359
63 C -3.19086 -1.00641 2.02692  O62 1.359, O64 1.188, O65 1.354
64 O -3.54968 -1.60140 1.06388  C63 1.188
65 O -2.07116 -1.29779 2.73005  C60 1.429, C63 1.354
66 F -3.34956 1.54503 4.17477  C61 1.355
67 H -1.23870 0.48913 3.35435  C60 1.092
68 H -1.52408 -0.69014 4.64868  C60 1.089
69 H -3.93337 -0.32752 4.58967  C61 1.092
70 C 7.60783 0.34277 5.29110  C71 1.501, O75 1.429, H77 1.092, H78 1.088
71 C 8.27800 -0.45508 6.37109  C70 1.501, O72 1.417, F76 1.357, H79 1.093
72 O 7.69102 0.06198 7.55259  C71 1.417, C73 1.362
73 C 6.44475 0.48508 7.20232  O72 1.362, O74 1.185, O75 1.358
74 O 5.57928 0.72741 7.97434  C73 1.185
75 O 6.31751 0.58614 5.85430  C70 1.429, C73 1.358
76 F 9.61413 -0.21963 6.40577  C71 1.357
77 H 8.10841 1.29457 5.10326  C70 1.092
78 H 7.52997 -0.20263 4.35275  C70 1.088
79 H 8.09875 -1.53171 6.31473  C71 1.093

Computed properties:
- energy above the lowest of the compared OMol25 structures with the same formula, charge and spin (kJ/mol) = 101.3
- total energy (eV) = -101055.577
- HOMO level (eV) = -9.7
- SMILES = NCCCC[Si@@H](F)Cl.O=C1OC[C@@H](F)O1.O=C1OC[C@@H](F)O1.O=C1OC[C@@H](F)O1.O=C1OC[C@@H](F)O1.O=C1OC[C@@H](F)O1.O=C1OC[C@@H](F)O1

Computed, not measured: a cluster of 4 separate species, C42H90Cl2N8O6P in total at a distorted geometry, with wB97M-V/def2-TZVPD.

Bonds (Å) are listed after each position.
Cartesian coordinates (Å):
1 C 6.58086 -3.15154 3.52475  C2 1.644, H27 1.191, H28 1.174, H29 1.174
2 C 5.63604 -2.77389 2.23350  C1 1.644, C3 1.641, H30 1.193, H31 1.181
3 C 4.20118 -3.56923 2.21150  C2 1.641, C4 1.635, H32 1.194, H33 1.170
4 C 3.22296 -3.28608 3.49116  C3 1.635, C5 1.638, H34 1.192, H35 1.193
5 C 2.01731 -2.20713 3.23698  C4 1.638, C6 1.638, H36 1.192, H37 1.192
6 C 1.21468 -2.37183 1.81895  C5 1.638, C7 1.678, H38 1.184, H39 1.193
7 C -0.45137 -2.45256 2.00384  C6 1.678, C8 1.627, C13 1.638, O18 1.430
8 C -0.84147 -1.12638 2.86170  C7 1.627, C9 1.670, H40 1.172, H41 1.183
9 C -0.21661 0.29798 2.25379  C8 1.670, O10 1.471, C11 1.674, H42 1.184
10 O 0.73869 0.89179 3.20133  C9 1.471, H43 1.013
11 C -1.43471 1.42448 2.03304  C9 1.674, N12 1.519, H44 1.193, H45 1.179
12 N -1.44161 2.50431 3.10117  C11 1.519, H46 1.047, H47 1.047
13 C -1.15375 -2.30471 0.53192  C7 1.638, C14 1.637, H48 1.195, H49 1.192
14 C -0.50292 -3.20032 -0.67354  C13 1.637, N15 1.546, N16 1.510, N17 1.544
15 N -1.58558 -3.22922 -1.77684  C14 1.546, H50 1.049, H51 1.063
16 N -0.24490 -4.65165 -0.34468  C14 1.510, H52 1.041, H53 1.042
17 N 0.69545 -2.52075 -1.37155  C14 1.544, H54 1.043, H55 1.063
18 O -0.70349 -3.75174 2.54584  C7 1.430, C19 1.431
19 C -1.72042 -3.94218 3.53455  O18 1.431, C20 1.643, C21 1.675, P24 1.962
20 C -3.24857 -3.45186 3.18138  C19 1.643, H56 1.196, H57 1.193, H58 1.170
21 C -1.27752 -3.57745 5.10819  C19 1.675, N22 1.527, H59 1.173, H60 1.170
22 N -1.88392 -4.63041 6.03310  C21 1.527, Cl23 1.731, H61 1.059
23 Cl -1.08472 -4.65602 7.56874  N22 1.731
24 P -1.91656 -5.89209 3.63000  C19 1.962, O25 1.770, Cl26 2.123
25 O -2.69812 -6.30071 2.09534  P24 1.770, H62 1.002
26 Cl 0.04733 -6.69452 3.71920  P24 2.123
27 H 7.61351 -2.57726 3.37897  C1 1.191
28 H 6.10553 -2.82299 4.54696  C1 1.174
29 H 6.83082 -4.29803 3.48687  C1 1.174
30 H 6.23180 -3.13780 1.26630  C2 1.193
31 H 5.46905 -1.61517 2.07538  C2 1.181
32 H 4.47276 -4.73166 2.24981  C3 1.194
33 H 3.72342 -3.38946 1.15901  C3 1.170
34 H 2.74614 -4.26944 3.96715  C4 1.192
35 H 3.90606 -2.82532 4.35414  C4 1.193
36 H 2.49092 -1.11379 3.24686  C5 1.192
37 H 1.31950 -2.26317 4.20223  C5 1.192
38 H 1.52957 -1.59083 0.98718  C6 1.184
39 H 1.54161 -3.43119 1.37867  C6 1.193
40 H -0.53380 -1.13578 3.99289  C8 1.172
41 H -2.01353 -0.97080 2.83820  C8 1.183
42 H 0.25440 0.16210 1.17652  C9 1.184
43 H 0.40145 0.83813 4.15482  O10 1.013
44 H -1.18918 1.98729 1.01011  C11 1.193
45 H -2.48604 0.91860 1.86094  C11 1.179
46 H -1.51656 2.10427 4.06636  N12 1.047
47 H -0.61669 3.14324 3.01846  N12 1.047
48 H -1.18692 -1.18466 0.11801  C13 1.195
49 H -2.30100 -2.62129 0.59535  C13 1.192
50 H -2.37716 -3.77598 -1.35859  N15 1.049
51 H -1.17845 -3.85484 -2.53392  N15 1.063
52 H 0.73967 -4.84880 -0.06846  N16 1.041
53 H -0.94776 -5.06315 0.30517  N16 1.042
54 H 1.59349 -2.78778 -0.91241  N17 1.043
55 H 0.56633 -1.46790 -1.30229  N17 1.063
56 H -3.96289 -4.17525 3.81107  C20 1.196
57 H -3.49434 -2.36590 3.61012  C20 1.193
58 H -3.57202 -3.59610 2.06634  C20 1.170
59 H -1.76468 -2.54684 5.38437  C21 1.173
60 H -0.11084 -3.59272 5.19583  C21 1.170
61 H -2.88238 -4.31068 6.18373  N22 1.059
62 H -2.05447 -6.76957 1.48722  O25 1.002
63 C 0.59782 -2.93427 -8.06656  C64 1.553, H74 1.087, H75 1.096, H76 1.098
64 C -0.77712 -2.86179 -7.34877  C63 1.553, C65 1.551, N69 1.502, C73 1.565
65 C -1.70627 -1.87058 -8.09687  C64 1.551, C66 1.524, H77 1.099, H78 1.098
66 C -1.33902 -0.40888 -7.86848  C65 1.524, C67 1.526, H79 1.095, H80 1.097
67 C -1.26188 -0.09286 -6.37734  C66 1.526, C68 1.552, H81 1.097, H82 1.099
68 C -0.32224 -1.04997 -5.59723  C67 1.552, N69 1.503, C71 1.552, C72 1.566
69 N -0.58001 -2.49878 -5.90433  C64 1.502, C68 1.503, O70 1.407
70 O -1.74783 -2.87385 -5.21462  N69 1.407
71 C 1.15661 -0.69500 -5.90746  C68 1.552, H83 1.096, H84 1.097, H85 1.089
72 C -0.44902 -0.72542 -4.07064  C68 1.566, H86 1.096, H87 1.097, H88 1.097
73 C -1.35028 -4.30612 -7.53823  C64 1.565, H89 1.096, H90 1.098, H91 1.096
74 H 1.03234 -1.96197 -8.28665  C63 1.087
75 H 1.31981 -3.51298 -7.47884  C63 1.096
76 H 0.50731 -3.42948 -9.04205  C63 1.098
77 H -2.74661 -2.01817 -7.77497  C65 1.099
78 H -1.69247 -2.07718 -9.17495  C65 1.098
79 H -0.38927 -0.17162 -8.35957  C66 1.095
80 H -2.09304 0.23564 -8.33770  C66 1.097
81 H -0.93377 0.94582 -6.24971  C67 1.097
82 H -2.27737 -0.14391 -5.96066  C67 1.099
83 H 1.83862 -1.46073 -5.51939  C71 1.096
84 H 1.44213 0.25540 -5.43964  C71 1.097
85 H 1.36135 -0.55478 -6.96827  C71 1.089
86 H -1.47514 -0.82259 -3.69812  C72 1.096
87 H -0.14929 0.30905 -3.86213  C72 1.097
88 H 0.19733 -1.38016 -3.47297  C72 1.097
89 H -0.73427 -5.04722 -7.01588  C73 1.096
90 H -1.36982 -4.58552 -8.59949  C73 1.098
91 H -2.38238 -4.40355 -7.18166  C73 1.096
92 C -3.63635 2.21531 -3.84802  C93 1.553, H103 1.087, H104 1.096, H105 1.098
93 C -4.22236 1.62681 -2.53608  C92 1.553, C94 1.551, N98 1.502, C102 1.565
94 C -5.73973 1.35982 -2.71439  C93 1.551, C95 1.524, H106 1.099, H107 1.098
95 C -6.58227 2.63005 -2.70012  C94 1.524, C96 1.526, H108 1.095, H109 1.097
96 C -6.29893 3.45801 -1.44970  C95 1.526, C97 1.552, H110 1.097, H111 1.099
97 C -4.79152 3.76618 -1.24896  C96 1.552, N98 1.503, C100 1.552, C101 1.566
98 N -3.92358 2.54649 -1.38632  C93 1.502, C97 1.503, O99 1.407
99 O -4.06078 1.79696 -0.20328  N98 1.407
100 C -4.34350 4.85496 -2.26044  C97 1.552, H112 1.096, H113 1.097, H114 1.089
101 C -4.61637 4.47810 0.13465  C97 1.566, H115 1.096, H116 1.097, H117 1.097
102 C -3.49477 0.24624 -2.41315  C93 1.565, H118 1.096, H119 1.098, H120 1.096
103 H -4.21169 3.04319 -4.25574  C92 1.087
104 H -2.60198 2.54826 -3.70372  C92 1.096
105 H -3.62284 1.46183 -4.64620  C92 1.098
106 H -6.09960 0.69937 -1.91315  C94 1.099
107 H -5.92275 0.82138 -3.65339  C94 1.098
108 H -6.39615 3.22296 -3.60196  C95 1.095
109 H -7.64648 2.36375 -2.72582  C95 1.097
110 H -6.87162 4.39180 -1.50328  C96 1.097
111 H -6.68833 2.91252 -0.57893  C96 1.099
112 H -3.25262 4.96445 -2.26879  C100 1.096
113 H -4.76202 5.83473 -1.99864  C100 1.097
114 H -4.68080 4.67251 -3.28015  C100 1.089
115 H -4.99061 3.87894 0.97255  C101 1.096
116 H -5.17540 5.42150 0.16524  C101 1.097
117 H -3.56248 4.71590 0.32550  C101 1.097
118 H -2.41590 0.37947 -2.27222  C102 1.096
119 H -3.63505 -0.35459 -3.32091  C102 1.098
120 H -3.87729 -0.36320 -1.58601  C102 1.096
121 C 5.61422 3.24826 2.36603  C122 1.553, H132 1.087, H133 1.096, H134 1.098
122 C 4.23928 3.32075 3.08382  C121 1.553, C123 1.551, N127 1.502, C131 1.565
123 C 3.31013 4.31195 2.33572  C122 1.551, C124 1.524, H135 1.099, H136 1.098
124 C 3.67738 5.77365 2.56411  C123 1.524, C125 1.526, H137 1.095, H138 1.097
125 C 3.75452 6.08968 4.05525  C124 1.526, C126 1.552, H139 1.097, H140 1.099
126 C 4.69416 5.13256 4.83536  C125 1.552, N127 1.503, C129 1.552, C130 1.566
127 N 4.43640 3.68375 4.52826  C122 1.502, C126 1.503, O128 1.407
128 O 3.26858 3.30868 5.21797  N127 1.407
129 C 6.17302 5.48753 4.52512  C126 1.552, H141 1.096, H142 1.097, H143 1.089
130 C 4.56739 5.45712 6.36195  C126 1.566, H144 1.096, H145 1.097, H146 1.097
131 C 3.66613 1.87641 2.89435  C122 1.565, H147 1.096, H148 1.098, H149 1.096
132 H 6.04875 4.22057 2.14594  C121 1.087
133 H 6.33622 2.66955 2.95375  C121 1.096
134 H 5.52372 2.75306 1.39053  C121 1.098
135 H 2.26980 4.16436 2.65761  C123 1.099
136 H 3.32393 4.10536 1.25764  C123 1.098
137 H 4.62714 6.01091 2.07302  C124 1.095
138 H 2.92336 6.41817 2.09488  C124 1.097
139 H 4.08263 7.12836 4.18288  C125 1.097
140 H 2.73903 6.03863 4.47193  C125 1.099
141 H 6.85503 4.72180 4.91320  C129 1.096
142 H 6.45854 6.43793 4.99295  C129 1.097
143 H 6.37775 5.62775 3.46432  C129 1.089
144 H 3.54127 5.35994 6.73447  C130 1.096
145 H 4.86711 6.49158 6.57046  C130 1.097
146 H 5.21374 4.80237 6.95962  C130 1.097
147 H 4.28214 1.13531 3.41670  C131 1.096
148 H 3.64659 1.59701 1.83310  C131 1.098
149 H 2.63402 1.77898 3.25093  C131 1.096

Computed properties:
- energy above the lowest of the compared OMol25 structures with the same formula, charge and spin (kJ/mol) = 922.8
- total energy (eV) = -103539.520
- 2S+1 = 4
- HOMO level (spin up / spin down) (eV) = -8.3 / -8.3